DFT (the ωB97M-V functional and the def2-TZVPD basis) results for a structure of composition C52H47CoN6O3P2S.

The LUMO energy (alpha / beta) is -3.655 / -3.653 eV. The HOMO energy (alpha / beta) is -9.03 / -8.69 eV. For the energy, the calculation gives -5027.21455 Eh. The calculation puts the HOMO-LUMO gap (alpha / beta) at 5.4 / 5.0 eV. The relative energy (zero: lowest compared OMol25 entry of this formula, charge and spin) is 9.119 eV.

ORCA input file:
```
! RIJCOSX wB97M-V def2-TZVPD def2/J DEFGRID3
* xyz 1 4
Co -0.2253 -0.4503 -0.7465
O 0.8591 1.7358 1.8004
C 2.0589 1.2045 2.2497
C 2.8887 1.9527 3.1297
C 4.0718 1.4348 3.6366
C 4.3807 0.1031 3.3864
C 3.6313 -0.6242 2.4948
C 2.4944 -0.0902 1.8332
P 1.9205 -0.8993 0.2972
C 3.3286 -0.5674 -0.8210
C 3.3511 0.6610 -1.5534
C 4.5474 0.9185 -2.5017
C 5.4464 -0.2121 -2.7064
C 5.4563 -1.2203 -1.8092
C 4.3824 -1.4537 -0.8983
C 2.0328 -2.7064 0.5615
C 2.0952 -3.2978 1.8357
C 2.0467 -4.6880 1.9536
C 1.8971 -5.5116 0.8260
C 1.8200 -4.9037 -0.4344
C 1.9612 -3.5084 -0.5802
C -0.2454 2.0103 2.5781
C -0.1121 2.3300 3.9337
C -1.1343 3.0217 4.6095
C -2.3670 3.1578 4.0058
C -2.5873 2.6418 2.7397
C -1.5482 2.0994 1.9777
P -2.0496 1.2353 0.4190
C -2.7642 2.6662 -0.5835
C -2.9592 2.4399 -1.9167
C -2.3881 3.3341 -2.9849
C -2.2588 4.7308 -2.4679
C -2.6668 5.0307 -1.1926
C -2.7486 4.0344 -0.2036
C -3.5329 0.2901 0.9380
C -4.6783 0.1527 0.1426
C -5.7115 -0.6478 0.6149
C -5.6371 -1.3204 1.8312
C -4.4778 -1.1946 2.6152
C -3.4478 -0.3549 2.1979
H 2.5421 2.9254 3.4662
H 4.7204 2.0585 4.2709
H 5.2859 -0.3361 3.8301
H 3.9290 -1.6450 2.2457
H 3.0946 1.5650 -0.9768
H 5.0052 1.8966 -2.2818
H 6.1297 -0.1533 -3.5494
H 6.2643 -1.9610 -1.8296
H 4.4037 -2.3413 -0.2848
H 2.0560 -2.6795 2.7369
H 2.1035 -5.1160 2.9525
H 1.8081 -6.6011 0.9638
H 1.5929 -5.5468 -1.3068
H 1.9495 -3.0621 -1.5758
H 0.8416 2.0643 4.4202
H -0.9661 3.3432 5.6385
H -3.1834 3.6784 4.5183
H -3.5952 2.6191 2.3167
H -3.3571 1.4784 -2.2424
H -3.1058 3.3476 -3.8350
H -1.8828 5.5064 -3.1418
H -2.8352 6.0657 -0.8943
H -2.6472 4.3657 0.8267
H -4.7864 0.6382 -0.8417
H -6.5827 -0.7964 -0.0516
H -6.4802 -1.9764 2.1243
H -4.3744 -1.7789 3.5322
H -2.5434 -0.2401 2.8285
N -1.4316 1.3376 -4.0909
C -1.0135 2.6696 -3.5889
C -0.0127 2.2815 -2.4623
N -0.3605 0.8308 -2.1763
C -1.1117 0.4060 -3.1904
C -1.4623 -0.9579 -3.2030
N -1.2513 -1.7290 -2.1260
C -1.1525 -3.0181 -2.6069
C -1.3442 -3.0511 -3.9463
N -1.5599 -1.7299 -4.3096
H -1.8315 1.0894 -5.0169
H -0.6793 3.2916 -4.4197
H -0.2558 2.8059 -1.5580
H -0.9917 -3.7930 -1.8779
H -1.4937 -3.8417 -4.6480
H -1.5817 -1.4153 -5.2914
C -2.8317 -5.6966 1.1153
N -2.2265 -5.0003 2.2480
C -1.6498 -3.7616 2.1990
S -1.5477 -2.8580 0.7647
N -1.1624 -3.2699 3.3779
C -1.3908 -3.8831 4.6628
H -3.7232 -6.2358 1.4514
H -2.1492 -6.3942 0.6210
H -3.1085 -4.9470 0.3700
H -2.1642 -5.5192 3.1306
H -0.7991 -2.3270 3.3444
H -0.7802 -4.7917 4.7503
H -2.4685 -4.1205 4.7749
H -1.0962 -3.2390 5.4953
O 3.6772 1.2131 -3.6615
C 2.3961 0.8292 -3.0086
O 1.7109 -0.0759 -3.4907
C 1.5455 2.4327 -2.7104
C 1.8185 3.2760 -3.8802
C 2.2613 4.5610 -3.7679
C 2.6404 5.0776 -2.5277
C 2.5218 4.2937 -1.3997
C 1.9632 3.0604 -1.4443
H 1.6179 2.8515 -4.8951
H 2.3965 5.1313 -4.6968
H 3.0595 6.0631 -2.4607
H 2.8397 4.6726 -0.4148
H 1.6661 2.6279 -0.5020
*
```

***

DFT (the ωB97M-V functional and the def2-TZVPD basis) results for a cluster of 3 separate species, C52H47FN2O7S in total.

The LUMO energy is -1.666 eV. The HOMO energy is -8.20 eV. As for the SMILES: CCCOCc1c([C@@H](F)CC)c(O)c2nsnc2c1COc1cc(C)ccc1C(C)C.O=C1c2ccccc2C(=O)c2ccccc21.O=C1c2ccccc2C(=O)c2ccccc21. For the energy, the calculation gives -3143.14289 Eh. The calculation puts the HOMO-LUMO gap at 6.5 eV. The relative energy (zero: lowest compared OMol25 entry of this formula, charge and spin) is 23.377 eV.

ORCA input file:
```
! RIJCOSX wB97M-V def2-TZVPD def2/J DEFGRID3
* xyz 0 1
C 1.8532 -3.5918 -1.4441
C 3.4902 -3.5551 -1.7232
C 4.0976 -2.0590 -1.2877
O 3.2608 -1.0153 -1.8997
C 3.0863 0.1519 -1.0213
C 3.8304 1.5021 -1.6370
C 2.9775 2.7278 -2.3902
C 1.3165 2.6413 -2.5605
F 0.8796 1.3383 -3.1734
C 0.6404 2.9324 -1.0951
C 1.6338 3.9310 -0.1933
C 3.7549 4.0834 -2.9809
O 3.0390 5.2184 -3.6191
C 5.4090 4.2780 -2.8534
N 6.2936 5.4210 -3.3004
S 7.9138 4.8726 -2.8159
N 7.7534 3.2973 -2.0703
C 6.2552 3.0746 -2.1269
C 5.4808 1.7478 -1.5301
C 6.4666 0.6086 -0.8077
O 5.9577 0.3064 0.5394
C 7.0456 -0.3184 1.3077
C 7.8530 -1.5661 0.5822
C 9.1165 -2.3356 1.3590
C 9.8323 -3.5860 0.5622
C 9.5535 -1.7975 2.8567
C 8.7130 -0.5588 3.5499
C 7.4246 0.2103 2.8126
C 6.6824 1.4108 3.6467
C 7.4541 2.8814 3.4607
C 5.0671 1.5389 3.3781
H 1.5980 -2.6701 -0.7553
H 1.5447 -4.5534 -0.8369
H 1.3310 -3.5365 -2.5101
H 4.0460 -4.3716 -1.0532
H 3.7819 -3.7873 -2.8326
H 5.1985 -2.0453 -1.6842
H 4.1158 -2.0609 -0.1176
H 3.4045 -0.0111 0.0930
H 1.9164 0.3876 -0.9928
H 1.0589 3.4642 -3.3833
H 0.5069 1.9553 -0.4232
H -0.4585 3.3925 -1.1679
H 2.0467 4.8393 -0.8178
H 2.5066 3.2998 0.3123
H 0.9775 4.3715 0.6978
H 2.7552 4.9909 -4.5556
H 6.5000 -0.3022 -1.5420
H 7.5547 1.0716 -0.6563
H 7.5761 -1.9601 -0.4852
H 9.8031 -3.3425 -0.5999
H 10.9304 -3.8163 0.8998
H 9.1377 -4.5481 0.6924
H 10.4507 -2.3333 3.4278
H 9.0229 -0.1686 4.6155
H 6.8153 1.1478 4.8032
H 8.6022 2.7448 3.7185
H 6.9760 3.5741 4.3041
H 7.2596 3.3648 2.4089
H 4.5708 0.4733 3.4142
H 4.5878 2.1937 4.2324
H 4.8162 2.1005 2.3555
O -2.1152 -5.0104 -2.7550
C -3.0936 -4.3937 -2.3519
C -3.0727 -2.9181 -2.2849
C -1.9327 -2.2209 -2.7055
C -1.9201 -0.8256 -2.6829
C -3.0422 -0.1239 -2.2430
C -4.1726 -0.8170 -1.8069
C -4.1855 -2.2171 -1.8220
C -5.3789 -2.9420 -1.3421
O -6.3353 -2.3274 -0.8843
C -5.4075 -4.4155 -1.4275
C -6.5492 -5.1113 -1.0084
C -6.5986 -6.5019 -1.1167
C -5.5119 -7.2000 -1.6427
C -4.3674 -6.5096 -2.0475
C -4.3130 -5.1142 -1.9347
H -1.0551 -2.7618 -3.0553
H -1.0358 -0.2856 -3.0141
H -3.0370 0.9638 -2.2373
H -5.0430 -0.2627 -1.4600
H -7.4034 -4.5727 -0.6013
H -7.4874 -7.0401 -0.7945
H -5.5540 -8.2830 -1.7360
H -3.5221 -7.0624 -2.4541
O -6.5952 1.7667 0.7387
C -7.6357 1.9142 1.3678
C -7.8631 3.1391 2.1615
C -6.8896 4.1465 2.1764
C -7.1144 5.3236 2.8915
C -8.3083 5.4991 3.5907
C -9.2720 4.4893 3.5915
C -9.0463 3.3044 2.8806
C -10.0635 2.2344 2.9017
O -11.0784 2.3571 3.5778
C -9.8453 1.0189 2.0929
C -10.8208 0.0132 2.0773
C -10.6386 -1.1242 1.2893
C -9.4859 -1.2605 0.5163
C -8.5058 -0.2659 0.5416
C -8.6835 0.8743 1.3361
H -5.9577 4.0188 1.6285
H -6.3595 6.1068 2.8984
H -8.4889 6.4218 4.1376
H -10.1994 4.6312 4.1438
H -11.7255 0.1149 2.6744
H -11.3989 -1.9022 1.2754
H -9.3483 -2.1426 -0.1053
H -7.6073 -0.3815 -0.0624
*
```

***

DFT (the ωB97M-V functional and the def2-TZVPD basis) results for a structure of composition C52H47NO3P2PbSTe.

The LUMO energy is -5.668 eV. The HOMO energy is -12.36 eV. For the energy, the calculation gives -3831.46842 Eh. The calculation puts the HOMO-LUMO gap at 6.7 eV.

ORCA input file:
```
! RIJCOSX wB97M-V def2-TZVPD def2/J DEFGRID3
* xyz 2 1
Pb 0.0647 0.7118 0.6937
O 2.8285 0.3502 3.5930
S 2.6330 -0.0685 2.1859
C 4.1801 0.1450 1.3161
C 5.3478 0.0227 2.0622
C 6.5670 0.2119 1.4340
C 6.6123 0.5305 0.0797
C 5.4415 0.6771 -0.6482
C 4.2028 0.4934 -0.0370
P 2.6479 0.7118 -0.9797
C 2.9054 -0.2677 -2.4915
C 3.4665 0.2291 -3.6692
C 3.5801 -0.5925 -4.7841
C 3.1424 -1.9099 -4.7309
C 2.6055 -2.4183 -3.5545
C 2.4806 -1.5991 -2.4396
C 2.6909 2.4682 -1.4620
C 3.2437 3.4094 -0.5907
C 3.1434 4.7697 -0.8669
C 2.4864 5.2039 -2.0099
C 1.9145 4.2759 -2.8729
C 2.0007 2.9171 -2.5934
C 2.4298 -1.8638 2.1751
C 3.4906 -2.7353 1.9810
C 3.2965 -4.0989 2.1590
C 2.0535 -4.5852 2.5301
C 0.9812 -3.7174 2.7012
C 1.1496 -2.3507 2.5196
P -0.2548 -1.2041 2.7274
C -0.1503 -0.5732 4.4198
C 0.5684 -1.2392 5.4087
C 0.5442 -0.7648 6.7127
C -0.1922 0.3687 7.0335
C -0.9029 1.0416 6.0482
C -0.8777 0.5705 4.7432
C -1.7634 -2.2116 2.6889
C -2.6317 -2.2772 3.7758
C -3.7939 -3.0359 3.6828
C -4.0955 -3.7182 2.5127
C -3.2337 -3.6486 1.4219
C -2.0723 -2.8942 1.5058
H 5.2847 -0.2043 3.1234
H 7.4856 0.1116 2.0001
H 7.5691 0.6737 -0.4088
H 5.4879 0.9416 -1.6982
H 3.8261 1.2497 -3.7206
H 4.0162 -0.2035 -5.6977
H 3.2263 -2.5438 -5.6069
H 2.2801 -3.4519 -3.5067
H 2.0468 -1.9871 -1.5226
H 3.7731 3.0804 0.2982
H 3.5799 5.4907 -0.1852
H 2.4327 6.2635 -2.2369
H 1.4111 4.6142 -3.7717
H 1.5707 2.2005 -3.2862
H 4.4667 -2.3630 1.6994
H 4.1259 -4.7801 2.0145
H 1.9131 -5.6484 2.6868
H 0.0095 -4.1068 2.9794
H 1.1530 -2.1178 5.1631
H 1.1068 -1.2816 7.4816
H -0.2146 0.7278 8.0559
H -1.4736 1.9294 6.2957
H -1.4482 1.0819 3.9784
H -2.4047 -1.7486 4.6930
H -4.4631 -3.0970 4.5333
H -5.0016 -4.3123 2.4512
H -3.4666 -4.1817 0.5054
H -1.3921 -2.8345 0.6653
C -0.9051 3.8475 2.6583
Te -2.4403 2.6680 1.7500
C -2.9347 4.1857 0.3369
H -1.3507 4.5185 3.3881
H -0.4152 4.4173 1.8691
H -0.1822 3.1956 3.1542
H -2.0176 4.5886 -0.0935
H -3.4823 4.9630 0.8654
H -3.5653 3.7545 -0.4398
C -4.9399 -0.1068 -0.7006
O -4.0019 0.7488 -1.3691
C -4.3637 1.2504 -2.5656
C -5.6843 1.3688 -2.9726
C -5.9941 1.9975 -4.1712
C -4.9932 2.5272 -4.9691
C -3.6711 2.3892 -4.5781
C -3.3473 1.7279 -3.4034
N -1.9533 1.6234 -3.0497
C -1.2856 0.5870 -2.5805
C -1.6207 -0.7722 -2.5904
C -2.4869 -1.3565 -3.5645
C -2.5955 -2.7055 -3.6770
C -1.8253 -3.5360 -2.8263
C -1.0049 -3.0130 -1.8663
C -0.9322 -1.6102 -1.6552
O -0.2871 -1.1715 -0.6178
H -4.3897 -0.5953 0.0999
H -5.3284 -0.8619 -1.3849
H -5.7631 0.4656 -0.2727
H -6.4792 0.9961 -2.3402
H -7.0320 2.0829 -4.4727
H -5.2349 3.0353 -5.8935
H -2.8688 2.7702 -5.2053
H -1.4230 2.4758 -3.1583
H -0.3000 0.8360 -2.1960
H -3.0074 -0.7172 -4.2657
H -3.2299 -3.1439 -4.4365
H -1.8855 -4.6127 -2.9462
H -0.4097 -3.6548 -1.2234
*
```

***

DFT (the ωB97M-V functional and the def2-TZVPD basis) results for a structure of composition C52H48ClN9O6RuS2.

The LUMO energy (alpha / beta) is -3.631 / -3.623 eV. The HOMO energy (alpha / beta) is -9.04 / -9.05 eV. For the energy, the calculation gives -4305.86133 Eh. The calculation puts the HOMO-LUMO gap (alpha / beta) at 5.4 / 5.4 eV.

ORCA input file:
```
! RIJCOSX wB97M-V def2-TZVPD def2/J DEFGRID3
* xyz 1 2
Ru 0.0611 -0.1690 -0.5644
C -3.1229 0.1903 -2.7436
O -2.5993 -0.1920 -1.4843
C -3.0450 -1.3740 -0.9412
C -4.0731 -2.1223 -1.4836
C -4.4925 -3.2959 -0.8731
C -3.8936 -3.7171 0.3043
C -2.8769 -2.9763 0.8610
C -2.3958 -1.8086 0.2413
N -1.2977 -1.1389 0.7223
N -0.7830 -1.6192 1.8050
C 0.2997 -1.2134 2.4445
C 0.9495 0.0580 2.2014
O 0.5774 0.8206 1.2228
C 2.0101 0.4467 3.0517
C 2.5049 -0.3882 4.0105
C 1.9885 -1.6993 4.1803
C 2.5773 -2.6126 5.0699
C 2.0837 -3.8908 5.1919
C 0.9887 -4.2961 4.4268
C 0.3874 -3.4191 3.5566
C 0.8689 -2.1087 3.4123
H -4.1909 0.4181 -2.6664
H -2.9644 -0.5910 -3.4922
H -2.5776 1.0880 -3.0341
H -4.5587 -1.8029 -2.3914
H -5.2931 -3.8645 -1.3196
H -4.2128 -4.6355 0.7743
H -2.4085 -3.2825 1.7805
H 2.4470 1.4230 2.8927
H 3.3337 -0.0769 4.6286
H 3.4345 -2.3040 5.6520
H 2.5451 -4.5893 5.8726
H 0.6148 -5.3034 4.5181
H -0.4554 -3.7274 2.9587
S 2.3429 0.3518 -1.4441
C 2.3055 2.0475 -1.3582
N 2.1007 2.6236 -0.1239
C 2.0728 3.9648 0.0108
C 2.3023 4.7545 -1.0844
C 2.5203 4.1005 -2.3132
N 2.5261 2.7894 -2.4328
H 1.7608 1.9901 0.6236
H 1.8686 4.3535 0.9985
H 2.3057 5.8295 -1.0179
H 2.6798 4.6588 -3.2254
C -4.7391 3.7511 -2.0674
C -5.2693 3.1305 -0.7779
C -4.2432 3.2002 0.3572
N -3.0596 2.4507 -0.0070
C -1.8305 2.9227 -0.1599
S -0.7827 2.2878 -1.3221
N -1.4114 4.0198 0.5516
C -1.7309 4.2725 1.8929
O -2.5043 3.5707 2.4999
C -1.0498 5.4425 2.4933
C -1.1762 5.5841 3.8778
C -0.6203 6.6675 4.5289
C 0.0749 7.6237 3.8053
C 0.2129 7.4885 2.4322
C -0.3442 6.4077 1.7726
H -5.4540 3.6121 -2.8744
H -3.7942 3.2988 -2.3621
H -4.5757 4.8190 -1.9402
H -5.5508 2.0890 -0.9523
H -6.1647 3.6671 -0.4611
H -4.6647 2.7995 1.2834
H -3.9645 4.2406 0.5285
H -3.2237 1.5375 -0.4181
H -0.5759 4.4549 0.1797
H -1.7257 4.8282 4.4191
H -0.7382 6.7701 5.5964
H 0.5098 8.4737 4.3080
H 0.7486 8.2368 1.8678
H -0.2483 6.3493 0.6963
C 3.9444 -5.3554 -2.5451
C 4.7852 -4.1378 -2.2978
C 5.5358 -3.6185 -3.3407
C 6.4019 -2.5498 -3.1488
Cl 7.2826 -1.9109 -4.4790
C 6.5791 -2.0013 -1.8827
C 5.8308 -2.4948 -0.8420
C 4.8912 -3.5174 -1.0359
O 4.2188 -3.8957 0.0859
C 2.8262 -3.9802 0.0764
C 2.2073 -2.6458 -0.4926
O 2.7962 -2.1406 -1.4411
O 1.1611 -2.2850 0.0704
H 4.3252 -5.8890 -3.4134
H 2.9085 -5.0788 -2.7475
H 3.9714 -6.0318 -1.6919
H 5.4510 -4.0605 -4.3233
H 7.2750 -1.1935 -1.7281
H 5.9172 -2.0792 0.1487
H 2.5129 -4.1297 1.1106
H 2.4271 -4.7828 -0.5536
C -0.5163 -3.2586 -3.5439
C -0.4582 -2.5474 -2.3578
N -0.2210 -1.2369 -2.3314
C -0.0528 -0.5861 -3.4778
C -0.1152 -1.2142 -4.7206
C -0.3409 -2.5905 -4.7425
C -0.0600 -0.4411 -5.9625
C 0.9000 0.4166 -6.3109
C 2.1427 0.6156 -5.5770
C 2.9185 1.7572 -5.7838
C 4.1277 1.8039 -5.1137
N 4.5179 0.8393 -4.3007
C 3.7065 -0.1904 -4.1404
N 2.5548 -0.3487 -4.7566
H -0.7156 -4.3178 -3.5265
H -0.5993 -3.0424 -1.4048
H 0.1077 0.4893 -3.4186
H -0.3663 -3.1181 -5.6847
H -0.8938 -0.6056 -6.6338
H 0.8025 0.9880 -7.2242
H 2.5895 2.5474 -6.4362
H 4.8172 2.6266 -5.2413
H 4.0101 -0.9760 -3.4617
*
```